# 1
Below is a 5-piece molecular cluster, C15H40O5 overall at a distorted geometry, with properties calculated with wB97M-V/def2-TZVPD.

Geometry (Å):
1 O -23.1120 19.8298 -5.9223
2 O -20.0725 19.1752 -1.1480
3 O -24.4380 26.2223 -11.2384
4 O -24.4604 23.9251 -2.8741
5 O -29.2423 23.5877 1.2569
6 C -25.3353 25.7743 -3.8524
7 C -20.8243 18.2270 -0.4236
8 C -24.5724 20.4393 -7.7741
9 C -24.1256 25.2515 -3.1551
10 C -24.8753 18.3111 -6.3851
11 C -21.9612 18.8444 0.5129
12 C -29.7180 24.4138 2.2912
13 C -19.8146 17.3748 0.3583
14 C -23.8490 25.9195 -1.7164
15 C -23.8651 19.2310 -6.9826
16 C -22.1888 26.9241 -10.6425
17 C -23.6277 26.8228 -10.2199
18 C -24.2596 28.0510 -9.7255
19 C -31.1592 23.9890 2.8310
20 C -29.6858 25.9179 1.8667
21 H -23.7703 21.0695 -8.1582
22 H -21.4874 19.4194 1.3085
23 H -28.7099 26.3753 2.0295
24 H -23.7861 28.4034 -8.8092
25 H -19.2156 17.9611 1.0551
26 H -22.7834 19.1743 -0.1222
27 H -24.0504 25.3936 -11.5292
28 H -23.8210 26.0730 -9.4527
29 H -26.2082 25.7727 -3.1996
30 H -31.0578 23.2076 3.5841
31 H -24.7268 26.1588 -1.1162
32 H -25.0191 20.1472 -8.7245
33 H -22.0057 26.2686 -11.4938
34 H -25.2051 26.7720 -4.2718
35 H -21.6088 26.5708 -9.7900
36 H -22.4124 18.0024 1.0378
37 H -21.2979 17.4947 -1.0774
38 H -31.7632 24.7963 3.2452
39 H -20.3625 16.6031 0.8990
40 H -23.3783 26.8821 -1.9162
41 H -25.4017 20.8466 -7.1957
42 H -24.5240 17.6196 -5.6193
43 H -25.6883 18.9993 -6.1534
44 H -29.0782 24.3241 3.1691
45 H -23.1740 18.6860 -7.6256
46 H -25.3073 27.9164 -9.4568
47 H -25.5716 25.2257 -4.7641
48 H -25.0386 23.7894 -2.1199
49 H -29.9979 23.3032 0.7376
50 H -23.6437 20.5680 -5.6156
51 H -29.9752 26.0261 0.8214
52 H -25.2998 17.7292 -7.2032
53 H -21.8524 27.9092 -10.9659
54 H -24.1623 28.8790 -10.4277
55 H -30.4522 26.4177 2.4592
56 H -20.4377 19.3398 -2.0204
57 H -23.1645 25.3496 -1.0881
58 H -31.7535 23.4777 2.0738
59 H -19.1255 16.9367 -0.3637
60 H -23.3007 25.3409 -3.8620

Computed properties:
HOMO level   -9.94 eV
Total energy   -971.5991 hartree
Charge   0
SMILES   CC(C)O.CC(C)O.CC(C)O.CC(C)O.CC(C)O
Frontier orbital gap   10.40 eV
Strongest force on any atom   0.0623 hartree/bohr

# 2
Below is a 5-piece molecular cluster, C15H40O5 overall at a distorted geometry, with properties calculated with wB97M-V/def2-TZVPD.

Geometry (Å):
1 O 2.2110 -0.2190 4.2804
2 O 2.5681 -7.1171 -0.5491
3 O -2.1773 4.0907 -0.2512
4 O 0.6870 -0.6763 -2.0634
5 O -2.5749 3.0531 -2.7043
6 C -2.7977 4.0341 2.0370
7 C 2.6750 -6.2125 0.5332
8 C 2.1616 1.0345 3.6334
9 C 1.5774 2.0253 4.6427
10 C -0.9891 -0.6581 -0.2286
11 C -2.3384 3.2079 0.8444
12 C 0.2006 -1.4654 -0.9996
13 C -0.3501 -2.8125 -1.5083
14 C 1.2047 0.8734 2.4080
15 C 2.1251 -4.8866 0.0622
16 C 4.1503 -6.2166 0.6971
17 C -1.6443 3.4676 -3.6797
18 C -3.2923 2.0418 0.4888
19 C -2.2360 3.3500 -5.0738
20 C -0.4613 2.4939 -3.5040
21 H 0.1852 2.8218 -4.3181
22 H 1.2091 -4.9148 -0.5277
23 H 0.9687 -1.7237 -0.2706
24 H 0.6095 1.6090 4.9219
25 H 4.6955 -5.8267 -0.1625
26 H -2.2849 3.4100 -1.8617
27 H -2.9262 4.6799 -0.1353
28 H -2.3820 2.3144 -5.3811
29 H -3.7595 4.5064 1.8369
30 H -0.6876 -3.6299 -0.8711
31 H -1.2794 -2.5686 -2.0231
32 H 1.1922 -0.1383 2.0027
33 H -2.8792 1.3816 -0.2739
34 H 0.2024 1.2887 2.5126
35 H -0.0960 -0.5554 -2.6057
36 H -1.2407 -1.1739 0.6981
37 H 4.3979 -7.2560 0.9128
38 H -0.6183 1.4453 -3.7567
39 H 4.4883 -5.6784 1.5826
40 H 2.0491 -4.1361 0.8491
41 H -1.3314 2.9401 1.1644
42 H 1.5465 1.5409 1.6170
43 H 2.9255 -7.9653 -0.2764
44 H -3.0406 4.0849 -5.0493
45 H -2.0350 4.7704 2.2902
46 H 1.4841 3.0633 4.3232
47 H 2.1231 -6.6687 1.3551
48 H -4.2580 2.3574 0.0940
49 H -1.2496 4.4668 -3.4957
50 H -3.2632 1.3436 1.3253
51 H 3.1541 1.3570 3.3186
52 H -0.6053 0.3557 -0.1155
53 H -0.0013 2.5276 -2.5164
54 H 2.2619 2.1475 5.4821
55 H -2.9913 3.3584 2.8701
56 H -1.5538 3.7914 -5.8003
57 H 0.3357 -3.3597 -2.1550
58 H -1.8740 -0.6008 -0.8624
59 H 2.8752 -4.5467 -0.6519
60 H 2.9540 -0.2272 4.8882

Computed properties:
Multiplicity   2
HOMO level (alpha / beta)   -11.42 / -11.42 eV
Total energy   -971.2823 hartree
Charge   +1
Frontier orbital gap (alpha / beta)   8.77 / 2.50 eV
Strongest force on any atom   0.0584 hartree/bohr

# 3
Below is C15H41B2F8O6V as an isolated structure at a distorted geometry, with properties calculated with wB97M-V/def2-TZVPD.

Geometry (Å):
1 V -0.9959 0.2427 -2.4317
2 F 0.4523 -0.3209 -5.9982
3 F -0.7380 1.4719 0.6665
4 F 0.6046 0.7429 -1.0150
5 F -0.1567 1.8517 -5.6799
6 F -1.1353 -0.5015 -0.3445
7 F 0.7713 0.6729 -3.8909
8 F 0.7194 -0.2657 1.0603
9 F -1.3115 0.2795 -4.6154
10 O -0.2998 -2.9889 1.3795
11 O 4.6743 -4.3888 2.0466
12 O -1.0017 2.3025 -2.5291
13 O -5.5786 4.0825 -0.1435
14 O 0.7625 3.7096 -0.5027
15 O -0.4738 -1.8776 -2.6674
16 C 4.4690 -2.1795 3.0292
17 C -4.2593 3.5383 -0.3406
18 C 0.1732 -4.1259 -1.9903
19 C 2.0892 2.9815 1.3977
20 C 3.0081 -2.9047 1.1326
21 C 4.3792 -2.9894 1.7535
22 C -4.1651 2.0966 0.1495
23 C -2.7715 -3.2740 1.2488
24 C 0.5859 -2.6328 -2.0129
25 C -3.2163 4.3571 0.4393
26 C -1.5470 -2.8968 2.0971
27 C 1.6709 4.1532 0.5151
28 C -1.6607 -1.5527 2.7920
29 C 1.8558 -2.3573 -2.8010
30 C 1.1075 5.3121 1.3070
31 B -0.1018 0.3445 0.1301
32 B -0.0118 0.5984 -5.0557
33 H -3.2518 5.4301 0.2243
34 H -3.1250 -2.4249 0.6552
35 H 4.4357 -1.1254 2.7472
36 H 2.5247 2.1460 0.8540
37 H 1.6836 -2.5639 -3.8646
38 H 0.7668 -2.3728 -0.9728
39 H 2.8914 -3.3786 0.1556
40 H -2.4402 -1.4756 3.5534
41 H -5.0653 1.7081 0.6281
42 H -0.2279 -2.1961 0.8324
43 H 0.1729 5.0025 1.7812
44 H 2.1927 -1.3229 -2.7499
45 H 2.2074 -3.2332 1.7940
46 H -3.2686 1.8910 0.7328
47 H -3.2486 4.1687 1.5120
48 H -2.5937 -4.0235 0.4800
49 H -0.5162 -4.1394 -1.1420
50 H 2.6826 -3.0236 -2.5406
51 H -0.7204 -1.2454 3.2528
52 H 2.8143 -1.8454 0.9137
53 H 0.9683 6.1908 0.6767
54 H -4.0466 1.3763 -0.6723
55 H 1.0558 -4.6784 -1.6645
56 H 2.8105 3.2519 2.1748
57 H 2.5099 4.4620 -0.1197
58 H -1.8644 -0.7166 2.1142
59 H -1.8785 2.6247 -2.7487
60 H -3.4928 -3.5192 2.0292
61 H 0.2278 2.9903 -0.1267
62 H -2.2424 4.0104 0.0730
63 H 4.6127 -4.4592 3.0038
64 H 5.1286 -2.6409 1.0376
65 H 5.4614 -2.4015 3.4306
66 H 1.7694 5.6528 2.1106
67 H -0.2739 -4.5632 -2.8780
68 H 3.6499 -2.3897 3.7150
69 H 1.1757 2.6622 1.9088
70 H -5.4233 5.0173 0.0161
71 H -1.3926 -3.6532 2.8706
72 H -4.0218 3.6533 -1.4059
73 H -0.5465 -2.3275 -3.5183

Computed properties:
Multiplicity   4
HOMO level (alpha / beta)   -4.86 / -5.77 eV
Total energy   -2840.7488 hartree
Charge   -1
Frontier orbital gap (alpha / beta)   7.27 / 8.08 eV
Strongest force on any atom   0.0532 hartree/bohr

Results for energy above the lowest of the compared OMol25 structures with the same formula, charge and spin: 306.25; 56.37; 16.84 (in kJ/mol, following the order of the records).